The following is a quantum chemistry calculation of a molecular structure, C2 at a distorted geometry, from the Open Molecules 2025 dataset.

Energy relative to the best compared isomer or geometry (same formula, charge and spin)   333.0 kJ/mol
Strongest force on any atom   6.72 eV Å⁻¹
HOMO level   -0.3412 Eh
Kohn-Sham gap   0.2366 Eh
LUMO level   -2.845 eV

Geometry (Å):
C 0.16704 -0.88033 0.39167
C -0.16704 0.88033 -0.39167

Force components x, y, z for each atom (eV/Å):
-1.1 6.0 -2.7
1.1 -6.0 2.7

Now the natural (NBO) charges, all in e:
1. C 0.00
2. C 0.00

The following is a quantum chemistry calculation of 2 unconnected molecules or ions with the total composition CH3NO2S2 at a distorted geometry, from the Open Molecules 2025 dataset.

Energy relative to the best compared isomer or geometry (same formula, charge and spin)   214.5 kJ/mol
Strongest force on any atom   4.08 eV Å⁻¹
HOMO level   -0.3757 Eh
Kohn-Sham gap   0.3397 Eh
LUMO level   -0.979 eV

Geometry (Å):
C -2.47180 0.84922 0.51819
N 2.14678 -1.69228 -0.18974
O 2.95358 0.53346 -0.96760
O 0.02516 0.65769 -0.09498
S 2.49515 -0.25593 0.14461
S -1.30601 0.08287 -0.36354
H -3.43461 0.24666 0.65044
H -2.33599 1.44508 1.40696
H 1.92774 -1.86677 -1.10432

Atoms 1-2, force components in eV/Å:
-0.7 -3.1 0.2
0.0 1.3 3.9

Now the natural (NBO) charges, all in e:
1. C -0.74
2. N -1.00
3. O -0.88
4. O -0.93
5. S 1.51
6. S 1.19
7. H 0.24
8. H 0.24
9. H 0.36

The following is a quantum chemistry calculation of 2 unconnected molecules or ions with the total composition C2H6O2 at a distorted geometry, from the Open Molecules 2025 dataset.

Structure (SMILES)   CC=O.O
Energy relative to the best compared isomer or geometry (same formula, charge and spin)   62.3 kJ/mol
Strongest force on any atom   2.18 eV Å⁻¹
HOMO level   -0.3614 Eh
Kohn-Sham gap   0.3868 Eh
LUMO level   0.691 eV

Geometry (Å):
O 1.49957 2.27556 -0.38566
C 0.81032 1.48660 -1.01773
C -0.51344 0.86543 -0.48963
H 1.07410 1.08962 -2.02794
H -0.22503 -0.04691 0.05907
H -1.15241 0.57669 -1.34108
H -1.09842 1.51208 0.18583
O 0.14536 -2.46265 1.40982
H -0.83331 -2.41349 1.32013
H 0.29324 -2.88289 2.28719

Atoms 1-2, force components in eV/Å:
-1.1 -1.3 -1.3
-0.4 0.5 1.4

Now the natural (NBO) charges, all in e:
1. O -0.52
2. C 0.45
3. C -0.73
4. H 0.10
5. H 0.25
6. H 0.21
7. H 0.23
8. O -0.94
9. H 0.47
10. H 0.47

The following is a quantum chemistry calculation of 2 unconnected molecules or ions with the total composition C2H4FN3 at a distorted geometry, from the Open Molecules 2025 dataset.

Structure (SMILES)   C1=NN=NC1.F
Energy relative to the best compared isomer or geometry (same formula, charge and spin)   186.6 kJ/mol
Strongest force on any atom   4.36 eV Å⁻¹
HOMO level   -0.3957 Eh
Kohn-Sham gap   0.3769 Eh
LUMO level   -0.513 eV

Geometry (Å):
C -0.57477 1.40972 0.40175
C -0.19842 -0.08769 0.82844
N -0.63957 1.42228 -0.88908
N -0.04863 -0.63785 -0.51894
N -0.30589 0.17414 -1.36257
F 1.79430 -2.11722 -1.41355
H -0.65119 2.26973 1.02232
H 0.61279 -0.22166 1.55318
H -1.18134 -0.41739 1.23805
H 1.19272 -1.79406 -0.85960

Atoms 1-2, force components in eV/Å:
1.5 -2.9 -1.1
-1.7 2.9 -0.6

Now the natural (NBO) charges, all in e:
1. C 0.10
2. C -0.39
3. N -0.29
4. N -0.18
5. N 0.05
6. F -0.58
7. H 0.22
8. H 0.26
9. H 0.26
10. H 0.55

The following is a quantum chemistry calculation of a molecular structure, C16H20Cl3N8NaS, from the Open Molecules 2025 dataset.

Energy relative to the best compared isomer or geometry (same formula, charge and spin)   11.0 kJ/mol
Strongest force on any atom   0.98 eV Å⁻¹
HOMO level   -0.2560 Eh
Kohn-Sham gap   0.2617 Eh
LUMO level   0.155 eV

Geometry (Å):
Na -0.23895 0.12301 -0.26795
N 3.11382 1.54715 2.62080
C 2.08010 1.10750 1.86514
S 2.27565 1.21805 0.16736
N 1.05961 0.65060 2.58110
N 0.08722 0.06878 1.88307
C -1.00361 -0.20955 2.49619
C -2.11516 -0.81413 1.78179
C -3.36729 -0.93468 2.39875
C -4.42307 -1.47755 1.69645
C -4.22086 -1.89140 0.38509
C -2.95427 -1.73310 -0.15197
N -1.92734 -1.21580 0.51236
H 3.91607 1.93713 2.16713
H 3.08242 1.44703 3.62062
H -1.13632 0.02476 3.55305
H -3.49242 -0.59150 3.41771
H -5.39789 -1.57478 2.15707
H -5.01977 -2.32560 -0.19915
H -2.74537 -2.03581 -1.17365
C -0.01037 5.18499 -2.69694
C 0.90808 4.14004 -2.09731
N 0.11032 2.98248 -1.72736
C -1.08282 3.13378 -1.04032
N -1.53966 2.11187 -0.39514
C -2.77876 2.24820 0.35454
C -3.70513 3.29806 -0.23845
C -2.91594 4.58564 -0.37366
N -1.72240 4.34856 -1.16614
C -1.04018 5.54109 -1.64244
H -0.51370 4.76532 -3.57091
H 0.54790 6.07042 -3.00015
H 1.43301 4.56494 -1.23170
H 1.66585 3.81579 -2.81151
H 0.67173 2.25627 -1.29880
H -2.54378 2.50678 1.39501
H -3.27376 1.27566 0.37411
H -4.58222 3.45589 0.39068
H -4.04121 2.97044 -1.22513
H -2.65116 4.96379 0.62334
H -3.50287 5.35820 -0.87498
H -0.55134 6.06253 -0.80709
H -1.79567 6.21646 -2.04942
Cl -0.84626 -1.01364 -6.23124
C -0.03882 0.11130 -5.12063
Cl 1.69481 0.18714 -5.48713
Cl -0.76122 1.72282 -5.25412
C -0.21019 -0.36758 -3.75752
N -0.33832 -0.72288 -2.67629

Atoms 1-2, force components in eV/Å:
0.2 0.0 -1.0
0.0 0.1 0.0

Now the natural (NBO) charges, all in e:
1. Na 0.85
2. N -0.79
3. C 0.30
4. S -0.51
5. N -0.47
6. N -0.24
7. C -0.05
8. C 0.18
9. C -0.25
10. C -0.16
11. C -0.28
12. C 0.06
13. N -0.49
14. H 0.40
15. H 0.40
16. H 0.18
17. H 0.22
18. H 0.22
19. H 0.22
20. H 0.20
21. C -0.41
22. C -0.21
23. N -0.64
24. C 0.62
25. N -0.63
26. C -0.23
27. C -0.42
28. C -0.20
29. N -0.45
30. C -0.20
31. H 0.21
32. H 0.22
33. H 0.18
34. H 0.21
35. H 0.42
36. H 0.18
37. H 0.20
38. H 0.21
39. H 0.20
40. H 0.18
41. H 0.20
42. H 0.18
43. H 0.20
44. Cl 0.08
45. C -0.21
46. Cl 0.09
47. Cl 0.09
48. C 0.25
49. N -0.27

The following is a quantum chemistry calculation of a single C7H11NO molecule at a distorted geometry, from the Open Molecules 2025 dataset.

Structure (SMILES)   O[C@H]1C[C@@H]2[C@@H]1CN1C[C@H]21
Energy relative to the best compared isomer or geometry (same formula, charge and spin)   828.9 kJ/mol
Strongest force on any atom   7.00 eV Å⁻¹
HOMO level   -0.3114 Eh
Kohn-Sham gap   0.3371 Eh
LUMO level   0.698 eV

Geometry (Å):
C -1.74412 -0.22005 -0.25614
C -1.12652 1.38817 0.09314
C 0.15876 0.75454 -0.66828
C -0.19279 -0.55938 0.07609
C 0.70799 -1.49740 -0.37924
C 2.11936 0.09946 0.91832
C 1.60813 0.83275 -0.38633
H -3.27047 -0.11717 1.18808
H -1.88540 -0.38208 -1.40881
H -1.03495 1.31079 1.16246
H -1.92057 2.34261 -0.18811
H -0.27292 0.46227 -1.87881
H -0.20090 -0.79553 1.13227
H 0.31160 -1.23516 -1.56634
H 0.90079 -2.47727 -0.03763
H 3.07106 0.02652 1.33358
H 1.41412 0.09592 1.77233
H 2.42146 1.22762 -0.96379
N 1.91351 -0.61561 -0.22038
O -2.97811 -0.64100 0.27758

Atoms 1-2, force components in eV/Å:
0.8 2.4 -1.5
-3.3 -0.8 -2.9

Now the natural (NBO) charges, all in e:
1. C 0.15
2. C -0.43
3. C -0.22
4. C -0.32
5. C -0.21
6. C -0.24
7. C -0.13
8. H 0.48
9. H 0.16
10. H 0.19
11. H 0.22
12. H 0.23
13. H 0.23
14. H 0.17
15. H 0.23
16. H 0.20
17. H 0.17
18. H 0.23
19. N -0.41
20. O -0.72